(1)
This record from the OMol25 dataset describes 3 unconnected molecules or ions with the total composition C5H12N2O. The level of theory is ωB97M-V/def2-TZVPD.

Atoms and positions in Å:
1 C 2.18 0.83 -0.37
2 C 1.73 -0.65 0.24
3 C 0.89 -0.28 1.32
4 C -1.98 -1.11 0.10
5 C -1.67 1.01 -0.37
6 H 1.40 1.86 -0.18
7 H 3.62 1.00 0.07
8 H 2.08 0.55 -1.93
9 H 2.78 -1.01 0.52
10 H 0.26 -0.82 -1.02
11 H 1.31 -0.13 2.24
12 H -2.61 -1.14 -0.64
13 H -1.54 -2.10 0.01
14 H -2.63 -0.84 0.93
15 H -1.02 1.90 -0.27
16 H -2.11 0.88 -1.44
17 H -2.55 1.29 0.34
18 N -0.36 0.23 1.25
19 N -0.85 -0.08 -0.12
20 O 1.09 -1.39 -0.69

Computed properties:
Lowest unoccupied orbital energy, eV: 0.51
HOMO level, Eh: -0.33711
Charge: 0
Gap between HOMO and LUMO, eV: 9.68

---

(2)
This record from the OMol25 dataset describes 2 unconnected molecules or ions with the total composition C5H14NO2. The level of theory is ωB97M-V/def2-TZVPD.

Atoms and positions in Å:
1 C -1.74 1.09 2.23
2 N -1.14 0.07 1.43
3 C -0.46 0.51 0.19
4 C 0.94 -0.09 0.28
5 C 1.92 0.50 -0.78
6 O 2.36 -0.41 -1.73
7 C -1.19 -0.01 -1.08
8 H -2.53 1.73 1.81
9 H -0.95 1.76 2.59
10 H -2.08 0.68 3.18
11 H -1.72 -0.72 1.17
12 H -0.48 1.60 0.17
13 H 1.27 0.10 1.30
14 H 0.86 -1.17 0.25
15 H 1.37 1.28 -1.31
16 H 2.81 0.87 -0.27
17 H -0.47 -0.39 -1.80
18 H -1.79 0.78 -1.53
19 H -1.87 -0.81 -0.76
20 H 1.55 -1.71 -1.56
21 H 2.00 -2.99 -2.21
22 O 1.33 -2.67 -1.59

Computed properties:
Lowest unoccupied orbital energy (spin up / spin down), eV: 0.95 / -2.23
HOMO level (spin up / spin down), Eh: -0.32547 / -0.32498
Charge: 0
Multiplicity: 2
Gap between HOMO and LUMO (spin up / spin down), eV: 9.80 / 6.61

---

(3)
This record from the OMol25 dataset describes a molecular structure, C9H14N3O2. The level of theory is ωB97M-V/def2-TZVPD.

Atoms and positions in Å:
1 C 2.05 1.14 2.40
2 C 3.16 0.33 2.41
3 C -0.89 0.04 -0.35
4 C 0.06 0.98 1.09
5 C -2.23 0.52 -0.61
6 C -0.11 -0.99 -1.03
7 C -2.97 -0.35 -1.62
8 C -0.86 -1.57 -2.30
9 C -2.00 -0.59 -2.79
10 N 1.94 -0.32 0.68
11 N 1.26 0.55 1.37
12 N 4.22 0.32 3.25
13 O 3.10 -0.58 1.41
14 O -0.67 1.88 1.84
15 H 1.73 1.95 2.94
16 H -2.71 0.77 0.44
17 H -2.17 1.52 -1.03
18 H 0.94 -0.56 -1.28
19 H -0.08 -1.99 -0.38
20 H -3.19 -1.29 -1.24
21 H -3.91 0.08 -2.05
22 H -0.08 -1.79 -3.05
23 H -1.20 -2.51 -1.95
24 H -2.35 -0.91 -3.69
25 H -1.52 0.35 -3.03
26 H 4.27 0.77 4.18
27 H 5.06 -0.25 3.19
28 H -0.86 2.49 1.21

Computed properties:
Lowest unoccupied orbital energy (spin up / spin down), eV: -5.14 / -4.13
HOMO level (spin up / spin down), Eh: -0.41889 / -0.44506
Charge: +1
Gap between HOMO and LUMO (spin up / spin down), eV: 6.26 / 7.98

---

(4)
This record from the OMol25 dataset describes a molecular structure, C3H8IN. The level of theory is ωB97M-V/def2-TZVPD.

Atoms and positions in Å:
1 C 0.98 0.79 -0.68
2 C -1.01 1.20 0.79
3 C 0.36 0.67 0.66
4 N 0.93 0.43 1.77
5 I 2.86 0.01 1.83
6 H 0.42 1.33 -1.42
7 H 1.98 1.21 -0.50
8 H 1.15 -0.21 -1.20
9 H -1.57 0.88 -0.20
10 H -1.04 2.37 0.77
11 H -1.44 0.77 1.62
12 H -0.31 -2.42 1.33
13 H -1.04 -2.29 1.07

Computed properties:
Lowest unoccupied orbital energy, eV: 0.47
HOMO level, Eh: -0.32825
Charge: 0
Gap between HOMO and LUMO, eV: 9.40

---

Looking at ΔE to the lowest compared entry with this formula, charge and spin for the records above, in order, we have 215.9, 21.3, 160.0, 29.8 kcal per mole.